This record from the Open Molecules 2025 dataset describes a 10-piece molecular cluster, C18H56N12O10 overall at a distorted geometry. The level of theory is ωB97M-V/def2-TZVPD.

Summary:
Energy relative to the best compared isomer or geometry (same formula, charge and spin) = 10.212 eV
Total charge = 0
SMILES string = NC(N)=O.NC(N)=O.NC(N)=O.NC(N)=O.NC(N)=O.NC(N)=O.CC(C)O.CC(C)O.CC(C)O.CC(C)O
Frontier orbital gap = 8.498 eV
Lowest unoccupied orbital energy = -0.354 eV

Positions of all 96 atoms, in Å:
N1 -2.029 1.236 -0.176
C1 -1.032 1.396 0.653
N2 -0.655 0.253 1.202
O1 -0.286 2.575 0.858
H1 -2.525 0.390 -0.282
H2 -2.480 2.029 -0.653
H3 -0.090 0.211 2.017
H4 -1.111 -0.642 0.908
N3 -4.014 -0.913 -2.399
C2 -4.240 -1.908 -3.207
N4 -3.435 -2.930 -3.105
O2 -5.362 -1.920 -4.060
H5 -4.712 -0.142 -2.340
H6 -3.358 -1.047 -1.649
H7 -3.773 -3.796 -3.567
H8 -2.717 -3.073 -2.424
N5 2.560 2.753 1.340
C3 3.014 2.905 0.157
N6 2.155 2.741 -0.808
O3 4.272 3.372 -0.098
H9 3.192 2.829 2.182
H10 1.557 2.704 1.440
H11 2.628 2.828 -1.710
H12 1.161 2.940 -0.770
N7 4.735 -2.059 1.603
C4 3.893 -1.320 2.267
N8 3.227 -0.497 1.540
O4 3.864 -1.276 3.629
H13 5.364 -2.561 2.227
H14 4.678 -2.316 0.639
H15 2.412 0.012 2.053
H16 3.048 -0.587 0.556
N9 -1.618 -3.543 -0.764
C5 -2.603 -2.871 -0.200
N10 -3.517 -3.582 0.325
O5 -2.557 -1.528 0.037
H17 -0.747 -3.055 -1.095
H18 -1.733 -4.543 -0.802
H19 -4.300 -3.098 0.719
H20 -3.350 -4.576 0.591
N11 1.459 0.068 -0.822
C6 1.236 -0.754 -1.756
N12 2.074 -0.554 -2.713
O6 0.302 -1.790 -1.706
H21 0.799 -0.001 -0.057
H22 1.969 0.951 -0.815
H23 2.100 -1.088 -3.568
H24 2.726 0.210 -2.687
C7 -0.641 5.819 -3.204
C8 0.009 4.622 -2.551
C9 -1.047 3.514 -2.321
O7 0.894 4.169 -3.288
H25 -1.270 5.502 -4.072
H26 0.050 6.659 -3.513
H27 -1.363 6.231 -2.457
H28 0.397 4.890 -1.541
H29 -0.589 2.635 -1.835
H30 -1.474 3.239 -3.269
H31 -1.901 3.792 -1.775
H32 0.527 3.707 -4.022
C10 1.984 0.623 5.379
C11 0.790 0.534 4.490
C12 0.310 1.939 4.200
O8 1.029 0.020 3.390
H33 1.753 1.103 6.325
H34 2.860 1.180 4.997
H35 2.318 -0.375 5.616
H36 -0.051 0.048 4.923
H37 -0.545 1.930 3.540
H38 1.161 2.524 3.905
H39 -0.085 2.325 5.174
H40 1.245 -0.879 3.738
C13 0.331 -0.371 -5.942
C14 -0.452 -0.647 -4.688
C15 -0.744 0.634 -3.883
O9 -1.601 -1.098 -4.946
H41 -0.242 0.344 -6.513
H42 0.406 -1.280 -6.526
H43 1.306 -0.049 -5.704
H44 0.167 -1.258 -4.118
H45 -1.330 0.536 -3.013
H46 -1.213 1.329 -4.504
H47 0.169 1.139 -3.571
H48 -1.982 -1.575 -4.207
C16 0.053 -3.619 5.604
C17 -0.013 -3.221 4.149
C18 -1.363 -2.601 3.695
O10 0.957 -2.549 3.737
H49 -0.295 -4.643 5.770
H50 -0.564 -2.897 6.188
H51 1.073 -3.565 5.978
H52 0.090 -4.204 3.695
H53 -1.445 -2.611 2.594
H54 -1.463 -1.590 4.013
H55 -2.127 -3.245 4.061
H56 1.714 -3.100 3.556

These are the Löwdin partial charges, in e, on atoms 1 to 8: number 1, N, carries 0.2013; number 2, C, carries -0.5270; number 3, N, carries 0.1634; number 4, O, carries -0.1489; number 5, H, carries 0.0495; number 6, H, carries 0.1224; number 7, H, carries 0.0560; number 8, H, carries 0.1020

This record from the Open Molecules 2025 dataset describes C4H4N2O2 in the gas phase at a distorted geometry. The level of theory is ωB97M-V/def2-TZVPD.

Summary:
Energy relative to the best compared isomer or geometry (same formula, charge and spin) = 4.577 eV
Total charge = 0
SMILES string = NC(=O)C#CC(N)=O
Frontier orbital gap = 9.791 eV
Lowest unoccupied orbital energy = -0.340 eV

Positions of all 12 atoms, in Å:
N1 -2.614 -0.645 -0.568
C1 -2.113 0.278 0.265
O1 -2.782 1.005 0.988
C2 -0.648 0.353 0.288
C3 0.556 0.466 0.329
C4 2.007 0.612 0.392
N2 2.737 -0.491 0.227
O2 2.531 1.480 -0.383
H1 -3.615 -0.693 -0.714
H2 -2.021 -1.278 -1.087
H3 2.481 -1.272 0.820
H4 3.480 0.186 -0.554

These are the natural (NBO) partial charges, in e, on atoms 1 to 8: number 1, N, carries -0.7921; number 2, C, carries 0.5973; number 3, O, carries -0.5620; number 4, C, carries -0.0484; number 5, C, carries -0.0379; number 6, C, carries 0.5558; number 7, N, carries -0.8075; number 8, O, carries -0.6129